[1]
Computed, not measured: an isolated ion of composition C17H21N4OS and charge +1 at a distorted geometry, with wB97M-V/def2-TZVPD.

The frontier orbital gap comes out at 8.78 eV. For the total energy, the calculation gives -36806.252 eV. As for the SMILES: CC(C)=CCSc1nnc([C@@H]([NH3+])Cc2c[nH]c3ccccc23)o1.

Geometry as ORCA input:
```
! wB97M-V def2-TZVPD RIJCOSX def2/J DEFGRID3
* xyz 1 1
C -8.41730 -0.11856 -0.67811
C -6.94677 -0.37266 -0.69213
C -6.23949 -0.44582 0.43566
C -4.78156 -0.71272 0.48923
H -4.44375 -1.38160 -0.29953
H -4.46433 -1.08903 1.45827
S -3.82877 0.86954 0.23670
C -2.26620 0.27334 0.54751
N -1.90600 -0.94248 0.85983
N -0.57197 -0.91708 1.01424
C -0.17435 0.29675 0.79559
O -1.18911 1.11813 0.48957
C 1.27069 0.65454 0.83340
H 1.45074 1.54380 1.44395
N 1.93540 -0.54384 1.43976
H 2.14988 -0.42084 2.43214
H 1.22058 -1.30615 1.34733
H 2.81460 -0.77106 0.91214
C 1.83402 0.88472 -0.58507
C 3.32249 0.98658 -0.53283
C 4.08448 2.11996 -0.45408
N 5.39876 1.78860 -0.34376
C 5.52774 0.43046 -0.35271
C 6.65897 -0.37266 -0.26640
C 6.47966 -1.73782 -0.31238
C 5.20894 -2.30109 -0.46428
C 4.07986 -1.51678 -0.54975
C 4.22852 -0.12231 -0.47450
H 3.11941 -1.97656 -0.74621
H 5.11662 -3.37369 -0.53111
H 7.33632 -2.38960 -0.25245
H 7.64231 0.06125 -0.17915
H 6.16234 2.44340 -0.31091
H 3.77077 3.14530 -0.48130
H 1.40025 1.80084 -0.98459
H 1.53497 0.05536 -1.22925
H -6.72402 -0.28374 1.38676
C -6.32180 -0.54590 -2.04444
H -5.91723 -1.55191 -2.15444
H -5.50574 0.16148 -2.18591
H -7.05525 -0.38696 -2.82908
H -8.64030 0.79910 -1.22124
H -8.93918 -0.93214 -1.18021
H -8.79820 -0.02805 0.33506
*
```

---

[2]
Computed, not measured: C17H21N5O as an isolated structure at a distorted geometry, with wB97M-V/def2-TZVPD.

The frontier orbital gap comes out at 7.75 eV. For the total energy, the calculation gives -27445.513 eV.

Geometry as ORCA input:
```
! wB97M-V def2-TZVPD RIJCOSX def2/J DEFGRID3
* xyz 0 1
C 3.79728 2.54862 -0.49119
N 2.73880 1.71379 -0.33365
C 1.60319 2.20394 -1.16800
C 0.56796 0.92624 -1.26330
N -0.36426 0.40361 -0.53874
C -0.94611 -0.64747 -0.89363
N -0.41532 -0.97502 -1.91695
O 0.57591 0.15690 -2.40850
C -2.01070 -1.35701 -0.41998
C -3.11033 -0.56540 -0.01089
C -4.35185 -0.37148 -0.76658
C -5.48075 0.33875 -0.60042
C -5.29941 0.93792 0.45759
C -4.15855 1.26840 1.38898
C -3.10961 0.34858 0.94036
H -2.27502 0.38233 1.79496
H -4.09638 1.70374 2.23803
H -6.20327 1.70204 0.87432
H -6.15925 0.29867 -1.17657
H -4.36721 -1.20439 -1.50609
H -2.26697 -2.18430 -1.11037
H -1.66547 -1.72745 0.74405
H 0.89488 3.09727 -0.67856
H 1.73068 2.39504 -1.97567
C 2.27133 1.77188 0.84524
H 1.27477 1.54393 1.19873
C 2.93055 0.15102 1.66894
C 2.25281 -0.71719 1.14040
C 2.30839 -1.58084 0.08687
N 1.51674 -2.58132 0.01081
N 0.74089 -2.44949 0.98363
C 1.12558 -1.58837 1.66137
H 0.73400 -1.33056 2.76041
C 1.23781 -3.61594 -1.13775
H 0.75256 -3.06696 -1.96737
H 2.24605 -3.73182 -1.39209
H 0.62461 -4.25534 -0.90463
H 3.07248 -1.35205 -0.56275
H 2.83454 0.41749 2.77627
H 3.85745 0.43024 1.48143
H 2.69730 2.41112 1.80117
H 3.44110 3.68017 -0.08377
H 4.47645 2.13286 0.05373
H 3.97633 2.33786 -1.59986
*
```

---

[3]
Computed, not measured: C17H21N6Si2Sr as an isolated structure, with wB97M-V/def2-TZVPD.

The frontier orbital gap comes out at 4.83 eV. For the total energy, the calculation gives -43503.114 eV.

Geometry as ORCA input:
```
! wB97M-V def2-TZVPD RIJCOSX def2/J DEFGRID3
* xyz -1 1
Sr -0.16114 0.10563 -0.67112
N -1.05699 4.46836 1.51749
C -1.40211 3.51060 0.64742
N -0.54444 2.52283 0.72917
C 0.34549 2.95328 1.66039
N 0.07546 4.13274 2.16979
C 1.51891 2.12397 1.99877
C 2.43588 2.51167 2.96668
N 3.49222 1.76401 3.26360
C 3.62457 0.63018 2.58399
C 2.72135 0.24558 1.60002
N 1.66834 0.99893 1.30250
H -1.50047 5.34994 1.70527
H -2.25112 3.56554 -0.01453
H 2.29558 3.44363 3.49958
H 4.47734 0.00712 2.82253
H 2.83624 -0.67749 1.04544
C 1.34517 -3.81758 -2.00329
Si 1.11038 -2.77220 -0.40818
C 2.77199 -3.15941 0.51094
C -0.11324 -3.87430 0.61795
C 0.22834 -5.22894 0.74156
C -0.53741 -6.13642 1.45500
C -1.69322 -5.69504 2.08354
C -2.05021 -4.36061 1.97806
C -1.29530 -3.42441 1.25656
Si -1.94280 -1.59369 1.24902
C -1.82345 -1.18110 3.12992
C -3.84426 -1.81628 1.05302
H 1.61676 -4.86218 -1.81512
H 2.12879 -3.37589 -2.62714
H 0.42283 -3.81665 -2.59132
H 3.00731 -4.22915 0.52532
H 2.73199 -2.83280 1.55574
H 3.60974 -2.64560 0.02454
H 1.13149 -5.59273 0.25899
H -0.23658 -7.17679 1.52193
H -2.30945 -6.38505 2.65068
H -2.95535 -4.03241 2.48083
H -2.32266 -1.93246 3.75336
H -2.28217 -0.20948 3.34340
H -0.77834 -1.13037 3.45268
H -4.30207 -2.46868 1.80489
H -4.08295 -2.22417 0.06666
H -4.33211 -0.83884 1.12654
N -1.17168 2.70044 -3.30092
C -0.85886 1.72017 -2.75980
*
```

---

[4]
Computed, not measured: C17H21N7O3S2 in the gas phase at a distorted geometry, with wB97M-V/def2-TZVPD.

The frontier orbital gap comes out at 9.25 eV. For the total energy, the calculation gives -56215.801 eV. As for the SMILES: CCCc1nc(SCC(=O)Nc2nnc(CC)s2)c2c(=O)n(C)c(=O)n(C)c2n1.

Geometry as ORCA input:
```
! wB97M-V def2-TZVPD RIJCOSX def2/J DEFGRID3
* xyz 0 1
C -1.19764 5.39443 2.26618
C -0.80681 4.21995 1.38037
H -1.28789 3.30768 1.73582
H -1.14268 4.40380 0.35762
C 0.71430 4.01027 1.37520
C 1.05318 2.80890 0.56181
N 0.69694 1.63550 1.06751
C 0.92363 0.54707 0.35046
C 1.56240 0.62965 -0.89818
C 1.90962 1.91280 -1.33275
N 1.64633 2.99891 -0.60902
N 2.53154 2.06083 -2.53514
C 2.83115 0.98444 -3.35326
O 3.38363 1.12725 -4.41906
N 2.46721 -0.27034 -2.89682
C 1.83692 -0.54062 -1.69323
O 1.54107 -1.66876 -1.34318
C 2.79290 -1.38212 -3.77376
H 2.27629 -1.26589 -4.72611
H 3.86625 -1.40270 -3.95925
H 2.47377 -2.29480 -3.27598
C 2.89152 3.39413 -2.97509
H 3.58739 3.83836 -2.26456
H 1.99807 4.01479 -3.02471
H 3.35291 3.30894 -3.95620
S 0.44030 -1.00564 0.95101
C -0.41517 -0.45418 2.48288
C -1.81801 -0.08200 2.11134
O -2.24542 1.04593 2.07984
N -2.64652 -1.12199 1.72823
C -2.41532 -2.46537 1.73486
N -1.44393 -3.08051 2.31546
N -1.47681 -4.39539 2.16151
C -2.45783 -4.83874 1.47296
C -2.69809 -6.26226 1.14488
C -2.54546 -6.51356 -0.35591
H -1.54722 -6.23478 -0.68434
H -3.27224 -5.92873 -0.91612
H -2.70373 -7.56615 -0.57440
H -1.97433 -6.85688 1.70363
H -3.70588 -6.54191 1.46218
S -3.52634 -3.55307 0.89917
H -3.55024 -0.82367 1.37954
H 0.10866 0.41936 2.86385
H -0.38374 -1.30402 3.15937
H 1.04939 3.84875 2.40072
H 1.21866 4.88031 0.95549
H -0.72750 6.31277 1.91987
H -2.27570 5.53265 2.25153
H -0.88950 5.21659 3.29377
*
```

---

[5]
Computed, not measured: C17H21NO2 in the gas phase at a distorted geometry, with wB97M-V/def2-TZVPD.

The frontier orbital gap comes out at 9.78 eV. For the total energy, the calculation gives -23555.054 eV. As for the SMILES: CCC[C@H]1CC[C@H](C(=O)Oc2ccc(C#N)cc2)CC1.

Geometry as ORCA input:
```
! wB97M-V def2-TZVPD RIJCOSX def2/J DEFGRID3
* xyz 0 1
N -6.28931 -1.25869 6.45307
O -1.63864 -1.35030 0.83834
C -5.50641 -0.95943 5.64756
O -1.64434 0.67413 1.93027
C -1.21520 -0.19149 0.97492
C -3.31402 -1.31271 4.57471
C -4.73648 0.58029 3.92342
C -2.35713 -0.89803 3.65578
C -3.75318 0.95974 3.00004
C -4.48823 -0.55280 4.73935
C -2.57825 0.23477 2.83879
C 3.26344 -0.83147 -4.59752
C 3.37190 0.62979 -4.13163
C -0.23021 -0.13931 -1.41296
C 1.32300 -0.02260 0.55080
C 3.41332 0.77222 -2.61368
C 0.85213 0.43733 -2.33273
C 2.43045 0.52084 -0.35931
C -0.10534 0.36975 0.06746
C 2.30142 0.08270 -1.82520
H -3.13605 -2.22484 5.15256
H -5.70146 1.08770 3.95689
H -1.45584 -1.48488 3.52358
H -3.90936 1.88243 2.39318
H 4.10718 -1.43832 -4.24844
H 3.24497 -0.84048 -5.70210
H 2.32638 -1.28858 -4.24568
H 4.24061 1.06784 -4.61729
H 2.49905 1.16629 -4.51928
H -0.14948 -1.26509 -1.50185
H -1.22315 0.16051 -1.78794
H 1.40173 0.37357 1.57036
H 1.37437 -1.10535 0.58863
H 4.37510 0.42027 -2.23088
H 3.34732 1.84803 -2.45413
H 0.72036 0.02225 -3.32717
H 0.74388 1.53135 -2.41515
H 3.42648 0.28077 0.03704
H 2.35019 1.61513 -0.31717
H -0.13565 1.44404 0.11660
H 2.45442 -0.99739 -1.89321
*
```

---

[6]
Computed, not measured: C17H21NO4PtS as an isolated structure at a distorted geometry, with wB97M-V/def2-TZVPD.

The frontier orbital gap (alpha / beta) comes out at 7.67 / 4.78 eV. For the total energy, the calculation gives -41728.118 eV.

Geometry as ORCA input:
```
! wB97M-V def2-TZVPD RIJCOSX def2/J DEFGRID3
* xyz 0 3
Pt 0.34683 0.74822 1.10630
C -0.90877 -3.11678 2.81780
C -1.09487 -1.63528 2.67850
C -2.00177 -1.11658 1.75650
C -2.16817 0.25852 1.58060
C -3.21757 0.79172 0.64610
C -1.40357 1.14422 2.36790
C -0.47047 0.63542 3.31680
C 0.25213 1.56132 4.26140
C -0.35177 -0.75528 3.46520
H 0.02753 -3.41698 2.34740
H -1.71747 -3.66468 2.33980
H -0.85357 -3.40918 3.86440
H -2.61287 -1.79268 1.17530
H -2.77287 1.15042 -0.28290
H -3.74297 1.62382 1.11050
H -3.93567 0.01492 0.39880
H -1.64697 2.20522 2.37360
H 1.33023 1.47692 4.12200
H 0.03623 1.28462 5.29260
H -0.04167 2.59742 4.10390
H 0.30463 -1.14988 4.22660
C 2.95543 2.38612 0.84100
C 2.32523 1.01252 0.91270
O 2.98493 -0.00858 0.93200
H 4.04213 2.30722 0.77670
H 2.68343 2.96152 1.72510
H 2.57143 2.91482 -0.03050
N 0.38353 -1.05078 -0.56040
C 0.40843 -0.68908 -1.92340
C 1.56663 -0.10808 -2.44750
C 1.63033 0.24402 -3.78320
C 0.52763 0.00402 -4.56730
C -0.62567 -0.56628 -4.09020
C -0.69717 -0.89598 -2.74610
S 0.72633 0.12732 -6.38830
O 1.56673 1.28792 -6.56960
O 1.37643 -1.16118 -6.56010
O -0.62877 0.22192 -6.87700
H -0.33557 -1.73288 -0.34090
H 1.29893 -1.35848 -0.23370
H 2.41753 0.04802 -1.80100
H 2.50873 0.69582 -4.21420
H -1.44107 -0.74138 -4.77050
H -1.60217 -1.33418 -2.35260
*
```

---

[7]
Computed, not measured: C17H21NO4S in the gas phase, with wB97M-V/def2-TZVPD.

The frontier orbital gap comes out at 8.53 eV. For the total energy, the calculation gives -38484.671 eV. As for the SMILES: COc1ccc(S(=O)(=O)Nc2cc(C)c(O)cc2C(C)C)cc1.

Geometry as ORCA input:
```
! wB97M-V def2-TZVPD RIJCOSX def2/J DEFGRID3
* xyz 0 1
C 2.81652 -1.61277 5.89544
H 3.54508 -1.01838 5.33583
O 2.04055 -2.41994 5.03865
C 1.25473 -1.82633 4.11121
C 1.15979 -0.44946 3.91167
C 0.31953 0.04422 2.92777
C -0.42044 -0.82405 2.15244
C -0.33751 -2.19357 2.33905
C 0.49685 -2.69415 3.31406
H 0.58451 -3.75414 3.49027
H -0.93886 -2.83969 1.72070
S -1.46180 -0.18124 0.85505
O -2.64954 -0.97039 0.74335
O -1.60989 1.23943 1.01132
N -0.46731 -0.50904 -0.47876
C -0.82175 0.16859 -1.66538
C -2.09788 -0.06736 -2.16210
C -2.55465 0.52785 -3.32383
C -1.68411 1.37697 -4.01139
C -0.41360 1.61790 -3.51097
C 0.03979 1.04232 -2.33201
C 1.43718 1.38625 -1.86001
C 1.49598 1.84324 -0.39076
H 2.20299 2.66344 -0.28444
H 1.83131 1.04492 0.27223
H 0.52130 2.18877 -0.05212
C 2.40133 0.22511 -2.12952
H 2.09640 -0.67703 -1.60277
H 3.40780 0.49109 -1.81170
H 2.42295 0.00020 -3.19347
H 1.76727 2.22788 -2.47768
H 0.22167 2.29134 -4.06594
O -2.03637 1.99837 -5.17501
H -2.94512 1.76390 -5.39658
C -3.94515 0.26751 -3.83148
H -4.51827 1.19430 -3.89566
H -4.46540 -0.40201 -3.15305
H -3.92365 -0.19787 -4.81901
H -2.74130 -0.72667 -1.60223
H 0.48923 -0.33108 -0.21481
H 0.21933 1.10496 2.75883
H 1.72786 0.24107 4.51383
H 2.18900 -0.95010 6.49866
H 3.34364 -2.30434 6.55034
*
```

---

[8]
Computed, not measured: an isolated ion of composition C17H21O3 and charge +1 at a distorted geometry, with wB97M-V/def2-TZVPD.

The frontier orbital gap comes out at 8.67 eV. For the total energy, the calculation gives -24103.336 eV.

Geometry as ORCA input:
```
! wB97M-V def2-TZVPD RIJCOSX def2/J DEFGRID3
* xyz 1 1
C -4.98494 2.51448 1.47843
O -4.90040 1.09467 1.67147
C -3.67017 0.52074 1.67749
C -3.62738 -0.86475 1.93869
C -2.42076 -1.51721 2.06168
C -1.22010 -0.83741 1.80883
C 0.07804 -1.61559 1.84800
C 1.37400 -0.85997 2.05626
C 2.52982 -1.55832 1.68283
C 3.72861 -0.89780 1.50054
C 3.83504 0.49456 1.75319
O 5.02162 1.07129 1.39926
C 5.18049 2.48631 1.56179
C 2.70461 1.18701 2.22987
C 1.51271 0.48333 2.45072
C -1.28250 0.51223 1.40117
C -2.48609 1.20703 1.38290
H -6.05966 2.72389 1.54135
H -4.43657 3.06115 2.26906
H -4.58933 2.81378 0.48890
H -4.55277 -1.40306 2.06182
H -2.40090 -2.56154 2.38152
H 0.15910 -2.24355 0.88997
H 2.48818 -2.63790 1.56807
H 4.60629 -1.41308 1.12854
H 6.24300 2.63720 1.36334
H 4.57146 3.04690 0.83381
H 4.92805 2.81594 2.58349
H 2.76001 2.26120 2.40322
H 0.70580 1.01647 2.96774
H -0.36754 1.06996 1.17777
H -2.49183 2.26037 1.11816
C -0.14479 -4.84151 4.20009
C -0.30567 -4.13918 2.85290
O -0.02757 -2.61930 3.12705
H -0.10928 -5.93082 4.11426
H 0.78307 -4.53431 4.67749
H -1.00657 -4.67345 4.85523
H 0.45166 -4.38009 2.08625
H -1.34798 -4.15869 2.49110
H -0.63775 -2.35770 3.86975
*
```